Molecular formula: C6H8O2
Method: DFT, wB97M-V/def2-TZVPD

Electronic energy ... -10437.00239 eV
Orbital gap ... 0.3717 Ha
Strongest force on any atom ... 7.04 eV Å⁻¹

The geometry in ORCA input format:
```
! wB97M-V def2-TZVPD RIJCOSX def2/J DEFGRID3
* xyz 0 1
C 1.86 -0.77 -0.04
C 0.75 0.69 0.11
C -0.77 1.27 0.08
C -1.47 0.10 0.66
C -1.02 -0.61 -0.48
C 0.52 -0.66 -0.81
H 2.80 -1.29 -0.59
H 1.68 -1.09 1.18
H 0.87 0.29 1.13
H -1.57 2.19 0.55
H -2.55 0.04 0.53
H -1.06 -0.20 1.73
H -1.71 -1.24 -0.85
H 0.83 -0.22 -1.86
O 2.05 0.70 -0.21
O -1.20 0.80 -1.14
*
```

Molecular formula: C3H12NO
Method: DFT, wB97M-V/def2-TZVPD

Electronic energy ... -6835.04869 eV
Orbital gap ... 0.4272 Ha
Strongest force on any atom ... 4.03 eV Å⁻¹

The geometry in ORCA input format:
```
! wB97M-V def2-TZVPD RIJCOSX def2/J DEFGRID3
* xyz 1 1
C -1.46 2.55 -0.14
N -0.84 1.59 0.72
H -0.96 3.50 -0.16
H -2.47 2.83 0.14
H -1.35 2.10 -1.22
H -0.68 1.63 1.72
H -1.38 0.80 0.61
H -0.09 1.11 0.28
C 0.71 -1.64 0.35
O 1.02 -0.18 0.00
C 0.69 -2.51 -0.89
H -0.17 -1.81 1.03
H 1.55 -1.79 1.05
H 1.39 -0.41 -0.79
H 1.73 -2.42 -1.12
H 0.11 -2.04 -1.65
H 0.35 -3.58 -0.88
*
```

Molecular formula: C27H78F12N6O9P2
Method: DFT, wB97M-V/def2-TZVPD

Electronic energy ... -107827.19431 eV
Orbital gap ... 0.3188 Ha
Strongest force on any atom ... 2.99 eV Å⁻¹

The geometry in ORCA input format:
```
! wB97M-V def2-TZVPD RIJCOSX def2/J DEFGRID3
* xyz -2 1
P 4.50 -7.85 -2.53
F 3.44 -6.63 -2.64
F 5.10 -7.55 -4.00
F 5.55 -6.78 -1.94
F 5.66 -8.95 -2.32
F 3.91 -8.19 -1.04
F 3.42 -8.82 -3.20
P 0.40 -1.66 0.44
F 0.14 -2.46 1.81
F 1.86 -1.04 0.98
F 1.16 -2.93 -0.15
F 0.73 -0.85 -0.93
F -1.00 -2.11 -0.19
F -0.40 -0.40 1.11
C -7.45 -2.14 -1.58
O -7.64 -0.90 -0.95
H -8.15 -2.88 -1.19
H -7.63 -2.01 -2.65
H -6.44 -2.49 -1.39
H -6.85 -0.36 -1.04
C 3.40 -5.67 3.56
O 3.97 -5.27 2.26
H 2.45 -6.13 3.30
H 4.11 -6.37 4.00
H 3.30 -4.83 4.24
H 3.14 -5.02 1.86
C 1.52 4.80 -4.38
O 1.04 6.05 -3.92
H 1.44 4.67 -5.46
H 2.47 4.57 -3.91
H 0.88 3.99 -4.01
H 1.81 6.62 -3.92
C -6.09 -1.59 4.45
C -6.17 -3.10 4.21
C -4.77 -3.72 3.96
O -4.84 -5.12 3.80
C -3.56 -5.68 3.48
N -6.85 -3.69 5.34
H -5.51 -1.30 5.33
H -7.11 -1.24 4.57
H -5.69 -1.04 3.60
H -6.78 -3.32 3.34
H -4.20 -3.62 4.88
H -4.31 -3.26 3.08
H -3.59 -6.77 3.43
H -2.87 -5.42 4.28
H -3.08 -5.36 2.56
H -6.36 -3.37 6.17
H -6.60 -4.66 5.27
C 0.51 7.67 1.83
C -0.10 6.33 2.19
C -1.66 6.38 2.23
O -2.17 5.03 2.57
C -2.43 4.83 3.96
N 0.34 5.35 1.28
H 1.58 7.73 2.05
H 0.07 8.48 2.42
H 0.37 7.90 0.77
H 0.21 6.06 3.20
H -2.02 6.62 1.23
H -2.11 7.17 2.83
H -1.63 4.92 4.68
H -3.06 3.95 4.13
H -3.08 5.62 4.34
H 0.05 5.66 0.36
H -0.25 4.55 1.47
C -3.67 2.10 -3.62
C -4.27 3.19 -2.74
C -5.53 3.83 -3.33
O -5.39 4.29 -4.67
C -4.38 5.21 -4.86
N -4.47 2.58 -1.47
H -4.45 1.39 -3.90
H -2.84 1.49 -3.25
H -3.32 2.56 -4.55
H -3.48 3.93 -2.58
H -5.82 4.59 -2.60
H -6.34 3.11 -3.37
H -4.61 6.07 -4.23
H -4.28 5.46 -5.91
H -3.36 4.92 -4.61
H -4.20 3.19 -0.72
H -3.88 1.77 -1.34
C 6.05 0.68 -1.79
C 7.07 -0.36 -1.33
C 8.04 0.30 -0.31
O 8.85 -0.74 0.31
C 9.84 -0.07 1.13
N 6.43 -1.41 -0.64
H 5.43 0.98 -0.95
H 5.44 0.28 -2.61
H 6.45 1.63 -2.15
H 7.51 -0.73 -2.25
H 7.47 0.87 0.41
H 8.74 0.95 -0.83
H 9.40 0.72 1.75
H 10.68 0.34 0.57
H 10.34 -0.69 1.88
H 5.89 -1.77 -1.41
H 5.65 -0.86 -0.29
C -0.82 -2.12 -7.81
C -0.85 -2.94 -6.53
C -2.18 -3.67 -6.31
O -2.32 -4.64 -7.38
C -3.75 -4.94 -7.59
N 0.27 -3.87 -6.48
H -0.91 -2.70 -8.73
H 0.14 -1.61 -7.89
H -1.57 -1.33 -7.83
H -0.78 -2.28 -5.67
H -3.05 -3.04 -6.11
H -2.25 -4.30 -5.43
H -4.12 -5.41 -6.68
H -3.81 -5.67 -8.40
H -4.40 -4.11 -7.87
H -0.04 -4.63 -7.07
H 0.26 -4.22 -5.53
C 4.27 4.19 6.34
C 4.48 2.69 6.28
C 3.30 1.96 5.68
O 2.24 1.85 6.67
C 1.28 0.80 6.46
N 5.55 2.51 5.34
H 3.40 4.50 6.92
H 4.03 4.63 5.37
H 5.06 4.73 6.86
H 4.84 2.17 7.16
H 3.66 0.95 5.49
H 3.07 2.28 4.66
H 0.71 0.89 5.53
H 0.54 1.01 7.23
H 1.78 -0.17 6.52
H 5.21 2.80 4.44
H 5.64 1.53 5.15
*
```

Q: Which of these has the lowest strongest force on any atom?
A: C27H78F12N6O9P2

Q: Which of these has the highest orbital gap?
A: C3H12NO